Here is C4H6AgLiO2 as an isolated structure at a distorted geometry from the Open Molecules 2025 dataset. Energies are from ωB97M-V/def2-TZVPD.

XYZ file:
```
14
Properties=species:S:1:pos:R:3
O 0.738 -2.011 -0.796
C 0.347 -2.010 0.501
C 1.273 -1.673 1.472
Li -1.372 -1.387 -1.303
Ag 1.714 -0.184 -0.684
H 2.362 -1.732 1.266
H 0.989 -1.592 2.525
C -0.895 1.400 -0.999
C -0.216 1.954 0.025
O -1.957 0.554 -0.866
H -0.729 1.635 -2.051
H 0.537 2.711 -0.195
H -0.503 1.774 1.064
H -2.289 0.562 0.041
```

Output
charge: 0
frontier orbital gap (spin up / spin down): 5.3 / 5.3 eV
2S+1: 1
LUMO level (spin up / spin down): -0.5 / -0.5 eV